Molecular formula: C20H60N12O8
Method: DFT, the ωB97M-V functional and the def2-TZVPD basis

The energy above the lowest of the compared OMol25 structures with the same formula, charge and spin is 0.000 eV. The calculation puts the gap between HOMO and LUMO at 0.3490 Eh. As for the SMILES: COC[C@H](C)N.COC[C@H](C)N.COC[C@H](C)N.COC[C@H](C)N.NC(N)=O.NC(N)=O.NC(N)=O.NC(N)=O.

Positions of all 100 atoms, in Å:
C (-25.71, -10.55, 17.28)
O (-25.02, -9.96, 16.46)
N (-26.60, -11.52, 16.94)
N (-25.59, -10.30, 18.62)
H (-26.79, -11.74, 15.98)
H (-26.90, -12.17, 17.65)
H (-24.79, -9.76, 18.88)
H (-26.13, -10.83, 19.27)
C (-30.48, -11.88, 11.98)
O (-30.17, -10.81, 11.46)
N (-29.82, -12.39, 13.05)
N (-31.44, -12.68, 11.41)
H (-30.08, -13.28, 13.44)
H (-29.20, -11.77, 13.56)
H (-31.73, -13.53, 11.87)
H (-32.01, -12.22, 10.72)
C (-30.09, -8.39, 16.13)
O (-30.67, -7.52, 16.78)
N (-30.69, -9.11, 15.14)
N (-28.77, -8.66, 16.31)
H (-31.65, -8.97, 14.90)
H (-30.19, -9.86, 14.70)
H (-28.33, -8.26, 17.12)
H (-28.25, -9.13, 15.59)
C (-27.31, -9.87, 13.58)
O (-27.85, -10.75, 14.28)
N (-27.75, -9.53, 12.34)
N (-26.26, -9.14, 14.01)
H (-28.55, -9.96, 11.90)
H (-27.31, -8.72, 11.93)
H (-25.77, -9.39, 14.86)
H (-25.93, -8.35, 13.45)
C (-21.13, -10.43, 12.70)
C (-21.65, -9.03, 12.41)
C (-22.07, -8.34, 13.71)
O (-22.78, -7.17, 13.37)
C (-23.13, -6.39, 14.50)
N (-20.65, -8.28, 11.66)
H (-20.35, -10.44, 13.47)
H (-20.79, -10.87, 11.76)
H (-21.92, -11.09, 13.09)
H (-22.57, -9.09, 11.83)
H (-21.18, -8.10, 14.32)
H (-22.70, -8.99, 14.33)
H (-23.38, -5.37, 14.22)
H (-22.28, -6.31, 15.19)
H (-23.95, -6.85, 15.06)
H (-21.06, -7.45, 11.24)
H (-19.91, -7.95, 12.26)
C (-26.09, -7.46, 9.69)
C (-24.86, -7.26, 10.57)
C (-23.99, -6.06, 10.20)
O (-23.17, -6.32, 9.06)
C (-23.64, -5.74, 7.86)
N (-25.35, -7.14, 11.95)
H (-26.64, -8.31, 10.07)
H (-25.85, -7.68, 8.65)
H (-26.75, -6.58, 9.71)
H (-24.28, -8.18, 10.54)
H (-23.27, -5.92, 11.01)
H (-24.66, -5.20, 10.03)
H (-24.64, -6.10, 7.61)
H (-22.96, -5.99, 7.06)
H (-23.67, -4.64, 7.95)
H (-24.55, -7.16, 12.59)
H (-25.80, -6.24, 12.14)
C (-24.19, -10.91, 9.56)
C (-23.97, -12.04, 10.54)
C (-24.53, -11.78, 11.93)
O (-23.95, -12.75, 12.79)
C (-24.16, -12.47, 14.15)
N (-24.72, -13.22, 10.01)
H (-25.15, -10.40, 9.75)
H (-24.30, -11.19, 8.51)
H (-23.41, -10.14, 9.60)
H (-22.91, -12.33, 10.60)
H (-25.61, -11.91, 11.97)
H (-24.22, -10.76, 12.21)
H (-23.56, -11.64, 14.52)
H (-23.97, -13.38, 14.72)
H (-25.19, -12.15, 14.39)
H (-24.64, -13.99, 10.66)
H (-24.28, -13.51, 9.14)
C (-28.17, -6.03, 14.35)
C (-28.80, -4.84, 13.70)
C (-28.08, -4.39, 12.44)
O (-26.65, -4.33, 12.56)
C (-26.22, -3.31, 13.42)
N (-30.19, -5.15, 13.33)
H (-28.65, -6.19, 15.32)
H (-27.09, -5.97, 14.54)
H (-28.26, -6.94, 13.75)
H (-28.78, -3.98, 14.39)
H (-28.43, -3.42, 12.06)
H (-28.23, -5.15, 11.66)
H (-26.63, -3.34, 14.43)
H (-26.43, -2.32, 12.98)
H (-25.13, -3.38, 13.52)
H (-30.77, -5.09, 14.16)
H (-30.54, -4.50, 12.64)

Atomic partial charges in e from the Mulliken method, atoms 1 to 99: C 0.5839; O -0.6560; N -0.1996; N -0.5027; H 0.0606; H 0.1979; H 0.2421; H 0.1375; C 0.6059; O -0.7805; N -0.1959; N -0.4241; H 0.1745; H 0.1447; H 0.1691; H 0.2491; C 0.5104; O -0.7184; N -0.2699; N -0.1675; H 0.1823; H 0.2414; H 0.1892; H -0.0319; C 0.4170; O -0.9617; N -0.0219; N 1.2533; H 0.2152; H -0.2708; H -0.0350; H -0.1848; C -1.4372; C 2.0388; C -0.7206; O -0.2581; C -0.6428; N -0.6307; H 0.4041; H 0.3355; H 0.2615; H -1.2551; H 0.4699; H 0.0474; H 0.0843; H 0.3327; H 0.1829; H 0.2826; H 0.3064; C -1.9113; C 2.0015; C -0.7127; O -0.3763; C -0.6528; N 0.7497; H 0.4117; H 0.5020; H 0.3090; H -1.3224; H 0.2038; H 0.4189; H 0.2445; H 0.2692; H 0.2843; H 0.0075; H -0.3337; C -1.2333; C 0.7836; C -0.3006; O -0.5114; C -0.2034; N -0.8333; H 0.0595; H 0.5048; H 0.1812; H 0.3180; H 0.5584; H -0.1571; H 0.0859; H 0.3735; H -0.0940; H 0.2642; H 0.2403; C -0.9235; C 0.5060; C -1.3129; O -0.1922; C -0.9146; N -0.6716; H 0.5745; H 0.2381; H 0.0672; H 0.2398; H 0.5206; H 0.3556; H 0.3308; H 0.3403; H 0.2614; H 0.2786

Molecular formula: C4H9NO2
Method: DFT, the ωB97M-V functional and the def2-TZVPD basis

The energy above the lowest of the compared OMol25 structures with the same formula, charge and spin is 3.115 eV. The calculation puts the gap between HOMO and LUMO at 0.3777 Eh. As for the SMILES: [H]/N=C\COC.C=O.

Positions of all 16 atoms, in Å:
C (1.10, 0.33, 2.67)
O (0.29, 0.03, 1.56)
C (0.52, 0.88, 0.46)
C (0.06, 0.17, -0.78)
N (-0.25, -1.06, -0.82)
C (-1.76, -0.95, -2.82)
O (-1.06, -0.55, -3.73)
H (2.16, 0.18, 2.43)
H (0.95, 1.37, 3.00)
H (0.81, -0.35, 3.47)
H (1.59, 1.12, 0.35)
H (-0.02, 1.83, 0.58)
H (-0.01, 0.75, -1.70)
H (-2.30, -0.25, -2.15)
H (-0.15, -1.47, 0.11)
H (-1.93, -2.02, -2.62)

The net atomic charges from Mulliken, expressed in e, are: C -0.7198; O -0.3532; C -0.3418; C -0.0578; N -0.6092; C -0.1019; O -0.4508; H 0.3189; H 0.2820; H 0.2424; H 0.3236; H 0.2866; H 0.4131; H 0.2771; H 0.2680; H 0.2229

Molecular formula: C37H78BCl28FNO9P
Method: DFT, the ωB97M-V functional and the def2-TZVPD basis

The calculation puts the gap between HOMO and LUMO at 0.3337 Eh.

Positions of all 156 atoms, in Å:
C (-4.14, 0.47, 1.40)
O (-3.53, 1.13, 2.53)
C (-3.65, 2.55, 2.41)
C (-2.73, 3.31, 3.44)
C (-1.19, 3.05, 3.14)
C (-0.24, 3.53, 4.33)
C (1.27, 3.54, 3.87)
C (2.20, 2.59, 4.76)
C (3.75, 2.76, 4.46)
C (4.21, 2.04, 3.10)
C (4.82, 0.64, 3.49)
C (4.80, -0.36, 2.24)
C (3.32, -0.71, 1.84)
C (2.86, -2.20, 2.07)
O (3.94, -3.15, 2.17)
C (4.05, -3.67, 3.48)
F (5.27, -4.33, 3.66)
C (1.68, -2.68, 1.08)
C (0.45, -1.71, 1.47)
C (0.15, -0.63, 0.35)
C (-0.89, 0.47, 0.87)
C (-1.16, 1.43, -0.38)
O (-1.25, 2.82, 0.01)
C (1.37, -4.18, 1.47)
P (-0.24, -4.87, 0.84)
O (-1.14, -5.06, 2.08)
O (-0.11, -6.42, 0.16)
O (-1.09, -3.83, -0.17)
O (1.95, -2.42, -0.29)
C (3.11, -3.09, -0.81)
C (4.23, -1.95, -1.03)
N (5.00, -2.10, -2.29)
C (2.88, -3.75, -2.25)
B (1.66, -4.83, -2.24)
O (2.05, -6.15, -1.83)
O (0.32, -4.55, -2.65)
H (-3.66, 0.84, 0.44)
H (-3.96, -0.64, 1.47)
H (-5.25, 0.68, 1.34)
H (-4.73, 2.82, 2.63)
H (-3.43, 2.87, 1.35)
H (-2.94, 2.84, 4.45)
H (-2.92, 4.42, 3.48)
H (-0.87, 3.52, 2.17)
H (-1.09, 1.92, 3.12)
H (-0.36, 2.74, 5.14)
H (-0.59, 4.53, 4.72)
H (1.37, 3.24, 2.78)
H (1.66, 4.59, 4.04)
H (1.85, 1.52, 4.71)
H (2.02, 2.92, 5.83)
H (4.03, 3.85, 4.41)
H (4.30, 2.26, 5.31)
H (3.31, 1.93, 2.43)
H (4.94, 2.69, 2.54)
H (4.27, 0.13, 4.33)
H (5.91, 0.78, 3.75)
H (5.46, -1.22, 2.52)
H (5.31, 0.20, 1.40)
H (3.12, -0.34, 0.79)
H (2.65, -0.06, 2.49)
H (2.36, -2.21, 3.10)
H (4.01, -2.87, 4.27)
H (3.22, -4.41, 3.66)
H (0.69, -1.10, 2.40)
H (-0.49, -2.28, 1.71)
H (-0.24, -1.09, -0.60)
H (1.08, -0.04, 0.06)
H (-1.83, 0.01, 1.26)
H (-0.35, 1.07, 1.66)
H (-0.24, 1.35, -1.04)
H (-2.04, 1.09, -0.99)
H (-0.76, 3.30, -0.67)
H (1.34, -4.22, 2.59)
H (2.19, -4.90, 1.17)
H (0.30, -6.99, 0.84)
H (-2.02, -4.03, 0.01)
H (3.53, -3.91, -0.18)
H (4.92, -1.93, -0.14)
H (3.64, -0.99, -1.14)
H (5.16, -1.16, -2.63)
H (5.88, -2.60, -2.16)
H (2.64, -2.97, -3.03)
H (3.78, -4.35, -2.55)
H (1.42, -6.79, -2.19)
H (0.34, -4.59, -3.62)
C (-3.75, 4.06, -1.15)
Cl (-4.76, 4.86, 0.05)
Cl (-3.39, 5.13, -2.51)
H (-2.81, 3.75, -0.68)
H (-4.27, 3.18, -1.52)
C (-6.62, 7.08, -2.40)
Cl (-6.63, 8.78, -1.89)
Cl (-7.94, 6.75, -3.52)
H (-5.68, 6.87, -2.89)
H (-6.73, 6.45, -1.52)
C (2.03, -9.66, -3.06)
Cl (0.63, -8.89, -3.82)
Cl (3.48, -8.67, -3.24)
H (1.82, -9.80, -2.00)
H (2.20, -10.63, -3.53)
C (-9.99, 9.27, -0.53)
Cl (-10.07, 11.01, -0.84)
Cl (-10.36, 8.90, 1.16)
H (-10.70, 8.76, -1.17)
H (-8.98, 8.92, -0.75)
C (-2.86, -3.76, 3.77)
Cl (-3.02, -2.02, 3.49)
Cl (-3.17, -4.17, 5.46)
H (-3.57, -4.29, 3.14)
H (-1.84, -4.07, 3.51)
C (6.34, -1.92, -5.78)
Cl (5.89, -0.32, -5.17)
Cl (4.92, -2.95, -6.01)
H (6.85, -1.80, -6.73)
H (7.00, -2.40, -5.06)
C (5.49, 4.98, 0.63)
Cl (5.06, 6.61, 1.17)
Cl (4.06, 3.96, 0.44)
H (6.00, 5.06, -0.33)
H (6.15, 4.53, 1.37)
C (-1.34, 0.60, -4.07)
Cl (-2.07, -0.80, -3.28)
Cl (-2.13, 2.11, -3.57)
H (-0.29, 0.65, -3.80)
H (-1.44, 0.49, -5.15)
C (1.35, 7.05, 0.27)
Cl (0.54, 5.73, 1.12)
Cl (0.59, 8.60, 0.63)
H (2.39, 7.09, 0.59)
H (1.29, 6.87, -0.80)
C (0.03, -13.10, -4.46)
Cl (0.10, -12.51, -2.80)
Cl (1.60, -12.98, -5.25)
H (-0.29, -14.14, -4.45)
H (-0.69, -12.50, -5.02)
C (-13.79, 9.71, 0.52)
Cl (-14.70, 8.43, 1.34)
Cl (-14.54, 11.29, 0.78)
H (-12.78, 9.72, 0.92)
H (-13.77, 9.50, -0.54)
C (-7.60, 2.01, 2.46)
Cl (-7.51, 3.12, 1.08)
Cl (-7.55, 0.33, 1.92)
H (-6.75, 2.20, 3.11)
H (-8.53, 2.18, 3.00)
C (7.33, 6.14, -3.41)
Cl (6.50, 4.84, -2.55)
Cl (6.60, 7.71, -3.07)
H (8.37, 6.16, -3.10)
H (7.27, 5.94, -4.48)
C (3.62, -13.18, -8.30)
Cl (3.56, -11.99, -9.61)
Cl (3.62, -14.83, -8.93)
H (4.53, -13.02, -7.72)
H (2.75, -13.04, -7.66)

Atomic partial charges in e from the Mulliken method, atoms 1 to 99: C 0.1705; O -0.2151; C 1.0949; C -1.2264; C 1.1133; C -0.9592; C 0.0826; C -0.6684; C -1.1068; C 0.6963; C -1.2352; C -0.9232; C 0.7792; C -1.7072; O -0.4419; C 0.2106; F -0.3391; C 1.3638; C -1.0299; C -0.1967; C 2.1097; C -0.6806; O -0.2632; C -1.0645; P 0.5185; O -0.7679; O -0.3676; O -0.3916; O -0.0324; C 0.3634; C -0.7439; N -0.1401; C -0.4238; B 0.9213; O -0.4085; O -0.6107; H -0.1039; H 0.1625; H -0.3703; H 0.1624; H -0.8214; H 0.2979; H 0.3679; H -0.5519; H -0.0700; H 0.4174; H 0.2394; H 0.0717; H 0.2680; H 0.1520; H 0.4487; H 0.3430; H 0.3772; H -0.1474; H -0.0526; H 0.3443; H 0.4084; H 0.5096; H 0.3701; H -0.2208; H -0.5301; H 1.4743; H 0.1743; H 0.1346; H 0.2458; H -0.2343; H 0.0523; H 0.1453; H -0.2520; H -1.2498; H 0.3839; H -0.0713; H 0.2025; H 0.7284; H 0.3940; H 0.3338; H 0.2855; H 0.0953; H 0.0725; H 0.2009; H 0.1747; H 0.2177; H 0.0710; H 0.1391; H 0.1713; H 0.2558; C 0.9230; Cl -0.1785; Cl -0.2200; H -0.7241; H 0.3237; C 0.1834; Cl -0.1793; Cl -0.1694; H 0.1132; H 0.0511; C -0.1115; Cl -0.1628; Cl -0.1440

Molecular formula: C5H7NO
Method: DFT, the ωB97M-V functional and the def2-TZVPD basis

The energy above the lowest of the compared OMol25 structures with the same formula, charge and spin is 1.276 eV. The calculation puts the gap between HOMO and LUMO at 0.3989 Eh. As for the SMILES: [H]/N=C1\OC[C@H]2C[C@@H]12.

Positions of all 14 atoms, in Å:
N (1.73, -1.82, 0.47)
C (1.01, -0.80, 0.25)
O (1.41, 0.39, -0.35)
C (0.38, 1.41, -0.34)
C (-0.82, 0.72, 0.27)
C (-1.33, -0.42, -0.53)
C (-0.42, -0.69, 0.63)
H (2.72, -1.69, 0.26)
H (0.19, 1.78, -1.37)
H (0.65, 2.32, 0.22)
H (-1.45, 1.30, 0.93)
H (-0.90, -0.58, -1.52)
H (-2.37, -0.68, -0.41)
H (-0.80, -1.26, 1.48)

The net atomic charges from Mulliken, expressed in e, are: N -0.6804; C 0.3371; O -0.4138; C -0.4591; C -0.1314; C -0.6711; C -0.0571; H 0.2757; H 0.2582; H 0.2919; H 0.3753; H 0.2158; H 0.2707; H 0.3885